DFT (ωB97M-V/def2-TZVPD) results for a cluster of 3 separate species, C3H8NO3 in total at a distorted geometry.

Last column: natural (NBO) charge in e.
Cartesian coordinates (Å):
C 0.446 -0.420 -0.266  -0.2632
N 1.151 -0.569 1.052  -0.4072
C 0.356 -0.929 2.045  0.4523
O -0.821 -1.351 2.086  -0.6214
O 0.081 3.197 -0.070  -0.9254
C -0.628 0.661 -0.387  -0.5248
H 1.200 -0.315 -1.041  0.2233
H -0.080 -1.365 -0.446  0.3999
H 0.926 -0.851 3.056  0.0784
H -1.389 0.569 0.346  0.2152
H -1.065 0.624 -1.368  0.2400
H -0.118 1.648 -0.223  0.3287
H 0.972 3.288 0.382  0.4246
H -0.629 -2.412 -2.899  0.4155
O -0.401 -1.774 -2.268  -1.0359

Forces on the atoms, in the same order (eV/Å):
C 3.1233 3.3309 3.0218
N -1.4720 -0.2760 -4.0098
C -1.0381 -0.4685 3.0884
O 1.5376 0.4697 -0.5167
O 1.2567 -0.5743 0.6435
C -0.1393 -2.9397 -0.5507
H -0.1666 -0.1754 0.0185
H -1.3718 -1.7087 -0.8779
H -0.7197 -0.0157 -1.1091
H -0.6508 -0.0264 0.7629
H -0.0514 0.2268 -0.5277
H 1.0757 2.1217 0.1340
H -1.4282 -0.3896 -0.6965
H -0.4941 -2.0465 -1.0921
O 0.5386 2.4717 1.7114

Values from the calculation:
Relative energy (zero: lowest compared OMol25 entry of this formula, charge and spin) ... 201.11 kcal per mole
E_HOMO ... -4.79 eV
E_LUMO ... -0.006 hartree
Kohn-Sham gap ... 4.620 eV
Total charge ... -1